Computed, not measured: a molecular structure, C23H57AgF3N4O7Pd, with the ωB97M-V functional and the def2-TZVPD basis.

Last column: Mulliken charge in e.
Positions of all 96 atoms, in Å:
Ag 0.66 0.55 4.32  0.636
Pd -1.00 2.61 -0.82  0.340
F -7.58 1.48 1.83  -0.283
F -8.63 -0.24 1.14  -0.222
F -8.44 1.46 -0.09  -0.262
O 1.00 -5.28 8.90  -0.313
O -5.40 1.17 -0.08  -0.313
O -6.65 -0.59 -1.00  -0.284
O 1.46 4.29 -3.15  -0.288
O -2.91 3.35 -8.25  -0.338
O 7.27 -0.57 5.70  -0.276
O 0.42 -1.36 -0.27  -0.388
N 1.76 -3.28 6.92  -0.604
N 5.73 -0.01 3.34  -0.656
N -0.75 5.85 -2.51  -0.559
N -2.74 1.53 -5.07  -0.622
C 7.53 -0.84 1.95  -1.407
C 1.75 -5.61 5.98  -1.464
C -6.42 0.17 0.20  0.002
C 1.48 -2.69 -2.15  -1.204
C 0.12 -4.91 7.82  -0.808
C 0.39 -5.10 10.17  -0.813
C -0.06 7.71 -3.72  -1.334
C -0.01 6.15 -3.66  0.124
C 0.98 -4.48 6.61  0.487
C 7.90 -0.55 4.46  -0.722
C -2.58 1.71 -6.51  0.640
C 1.39 5.69 -3.44  -0.781
C -0.62 -3.43 -1.08  -1.131
C -3.76 4.18 -9.01  -0.722
C 2.74 3.82 -3.24  -0.922
C -3.53 2.74 -7.09  -0.761
C -7.13 -1.92 -0.90  -0.059
C -2.65 0.34 -7.16  -1.496
C 6.88 -0.84 3.33  0.380
C -7.79 0.65 0.75  0.776
C 0.71 -2.64 -0.83  0.528
C -7.39 -2.37 -2.33  -1.347
C 7.98 -1.15 6.65  -0.810
H -2.33 0.45 -8.20  0.375
H -0.48 -5.77 7.54  0.447
H 7.34 -1.15 7.54  0.254
H 2.51 -2.35 -2.00  0.304
H 1.13 -6.43 5.63  0.371
H -6.44 -2.64 -0.46  0.293
H -4.50 2.31 -7.34  0.356
H -1.94 -0.32 -6.66  0.417
H 2.73 -3.28 6.66  0.240
H 1.40 -3.14 -0.15  0.234
H 5.14 -0.35 2.59  0.223
H -2.33 0.62 -4.90  0.222
H 8.21 -2.20 6.49  0.346
H 1.49 -3.69 -2.57  0.372
H 3.07 3.24 -2.38  0.325
H -5.93 -0.58 0.81  0.374
H -1.22 -2.85 -1.78  0.312
H -0.82 7.84 -4.49  0.402
H -3.64 -0.11 -7.21  0.318
H 1.80 -3.17 7.92  0.283
H -8.26 -1.89 -2.78  0.312
H 0.95 -2.06 -2.86  0.295
H -1.59 2.14 -6.65  0.124
H -7.52 -3.44 -2.48  0.409
H 6.29 -1.74 3.49  0.282
H -1.19 -3.54 -0.16  0.307
H 2.41 -6.00 6.75  0.343
H 8.14 -1.74 1.88  0.371
H -0.24 8.27 -2.80  0.371
H -0.51 6.43 -1.72  0.221
H 6.69 -0.87 1.25  0.397
H -0.10 -4.16 10.43  0.341
H -8.07 -2.04 -0.37  0.269
H 8.91 -0.64 6.90  0.318
H 1.24 -5.09 10.86  0.273
H 8.38 0.42 4.30  0.337
H -3.69 1.41 -4.76  0.247
H -0.48 5.70 -4.54  0.468
H -0.59 -4.10 7.96  0.367
H 0.83 8.01 -4.27  0.333
H -3.70 3.63 -6.48  0.403
H -3.22 4.68 -9.81  0.252
H 0.28 -4.23 5.81  0.191
H -1.70 6.14 -2.67  0.241
H 2.33 -5.34 5.10  0.357
H 3.13 3.39 -4.17  0.325
H -0.34 -5.88 10.36  0.309
H 8.11 0.06 1.74  0.343
H 6.01 0.93 3.08  0.244
H -4.49 3.54 -9.52  0.298
H 8.67 -1.32 4.33  0.379
H 3.51 4.59 -3.12  0.363
H 1.92 6.07 -4.32  0.386
H -4.29 4.89 -8.38  0.293
H 1.71 6.30 -2.60  0.352
H -6.53 -2.24 -3.00  0.330
H -0.34 -4.36 -1.58  0.361

Values from the calculation:
Calculated total energy in a.u.: -2229.91109
Molecular weight in Da: 773.012
Spin multiplicity: 3
Expectation value of S²: 2.38
Total charge: +1